w | A 2-piece molecular cluster, C3H10NO overall. Source: OMol25; level of theory: wB97M-V/def2-TZVPD.

Summary:
Total charge: +2
Multiplicity: 2
Orbital gap (spin up / spin down), hartree: 0.31508 / 0.15424

Each line ends with the Mulliken spin population.
Element x y z (Å)
C -1.32182 0.59168 -1.33670  0.16
C -0.59217 -0.68791 -0.90065  0.14
C 1.66848 -1.11810 -0.02039  0.15
N 0.56183 -0.39931 -0.05783  0.22
H -2.04901 0.91118 -0.58603  0.02
H -0.62268 1.37826 -1.61363  0.02
H -1.95867 0.23544 -2.16989  0.05
H -1.31964 -1.21110 -0.22968  0.11
H -0.24052 -1.31354 -1.73116  0.03
H 2.11834 -1.23953 0.96534  0.02
H 2.06919 -1.59152 -0.92141  0.02
H 0.66605 0.41462 0.60304  0.00
H -0.38548 1.69305 2.62856  0.00
H 1.03597 1.20602 3.03344  0.00
O 0.37013 1.13075 2.33700  0.05

=====

x | A 2-piece molecular cluster, C3H10NO overall. Source: OMol25; level of theory: wB97M-V/def2-TZVPD.

Summary:
Total charge: +2
Multiplicity: 2
Orbital gap (spin up / spin down), hartree: 0.45935 / 0.27824

Each line ends with the Mulliken spin population.
Element x y z (Å)
C -1.49167 -1.87062 -0.91327  0.00
N -2.39042 -0.97132 -0.53851  0.00
H -1.51337 -2.43756 -1.82250  0.00
H -0.77737 -2.08926 -0.16362  0.00
H -2.17812 -0.32773 0.21095  0.00
H -3.02535 -0.43271 -1.13422  0.00
C 1.35354 0.54225 1.00175  0.05
O -0.10543 0.42349 1.16332  0.71
C 1.63185 1.21231 -0.33426  0.19
H 1.75625 1.09875 1.80331  -0.01
H 1.74670 -0.42747 1.15031  0.03
H -0.25656 1.20104 1.71621  -0.02
H 1.80629 2.24377 -0.20802  0.01
H 2.53057 0.66304 -0.82801  0.03
H 0.91310 1.17202 -1.10343  0.01

=====

Most stable pick: x. Distance to second place: 0.965 eV.